{"formula": "C3H5O3Yb", "method": "ωB97M-V/def2-TZVPD", "spin_multiplicity": 2, "s_squared": 0.75, "lumo_ev": [-10.697, -12.475], "e_homo_ev": [-19.37, -19.25], "orbital_gap_ev": [8.67, 6.77], "charge": 2, "relative_energy_kcal_mol": 0.0, "e_tot_ev": -40845.0710, "fmax_ev_per_a": 3.50, "symbols": ["Yb", "O", "O", "C", "C", "O", "C", "H", "H", "H", "H", "H"], "positions_angstrom": [[0.424, -1.344, -0.460], [-1.618, -0.822, 0.199], [-0.277, 0.675, 1.012], [0.351, 1.937, 0.628], [1.430, 1.568, -0.398], [0.977, 0.521, -1.195], [-1.467, 0.356, 0.518], [-0.421, 2.537, 0.130], [0.729, 2.443, 1.522], [2.377, 1.368, 0.137], [1.623, 2.473, -1.001], [-2.281, 1.096, 0.565]], "lowdin_charge": [2.15, -0.02, -0.07, -0.06, -0.26, -0.33, -0.23, 0.15, 0.16, 0.14, 0.16, 0.21]}